{"formula": "C41H35ClPReSi", "method": "wB97M-V/def2-TZVPD", "charge": 1, "multiplicity": 4, "homo_energy_ev": [-10.52, -10.47], "gap_ev": [5.85, 4.57], "lumo_ev": [-4.67, -5.89], "elements": ["C", "C", "C", "H", "C", "C", "H", "H", "H", "H", "Re", "Cl", "P", "C", "C", "H", "C", "H", "C", "H", "C", "H", "C", "H", "C", "C", "H", "C", "H", "C", "H", "C", "H", "C", "H", "C", "C", "H", "C", "H", "C", "H", "C", "H", "C", "H", "C", "C", "C", "C", "C", "C", "Si", "C", "C", "C", "C", "C", "C", "C", "C", "C", "C", "C", "C", "H", "H", "H", "H", "H", "H", "H", "H", "H", "H", "H", "H", "H", "H", "H"], "coordinates": [[-2.611039, 1.519560, 1.038119], [-1.883076, 2.236381, 0.046200], [-2.206733, 1.691073, -1.238477], [-1.324788, 3.129627, 0.244458], [-3.153984, 0.632525, -1.055827], [-3.415404, 0.516867, 0.359054], [-4.133079, -0.157041, 0.818825], [-2.632024, 1.744692, 2.088276], [-1.885549, 2.102584, -2.187486], [-3.571480, -0.010404, -1.832815], [-1.368206, 0.166347, -0.019856], [-0.095932, -1.389194, -1.339049], [1.783834, 1.473298, -2.211702], [1.548345, 1.989005, -3.944843], [2.046422, 3.184181, -4.482345], [2.601749, 3.878675, -3.858880], [1.835819, 3.496446, -5.828119], [2.233869, 4.432503, -6.234388], [1.122273, 2.621514, -6.651674], [0.960413, 2.867641, -7.704392], [0.614612, 1.425643, -6.120936], [0.063439, 0.737830, -6.768959], [0.812238, 1.118380, -4.774434], [0.406462, 0.198137, -4.357681], [2.480444, 2.985493, -1.477820], [1.562272, 3.958266, -1.030235], [0.493528, 3.780614, -1.136053], [2.016932, 5.152257, -0.472233], [1.300643, 5.912156, -0.144079], [3.394591, 5.384052, -0.332756], [3.751181, 6.319727, 0.106598], [4.307486, 4.415541, -0.759593], [5.384107, 4.588326, -0.652599], [3.853338, 3.220721, -1.324879], [4.577667, 2.477982, -1.645153], [3.261955, 0.415153, -2.348309], [4.056508, 0.319551, -3.499574], [3.803278, 0.884375, -4.392303], [5.185217, -0.504216, -3.513557], [5.798335, -0.565464, -4.419578], [5.531749, -1.246214, -2.381068], [6.416678, -1.888259, -2.394808], [4.738103, -1.163470, -1.226888], [5.013236, -1.738389, -0.337547], [3.604639, -0.351420, -1.215967], [2.980024, -0.302990, -0.327040], [1.587268, -4.393610, 3.525340], [1.288628, -4.274229, 2.166720], [0.448605, -3.248287, 1.729096], [-0.117188, -2.350775, 2.646714], [0.187213, -2.468518, 4.003845], [1.035835, -3.492782, 4.436444], [-1.544108, -1.288623, 2.002935], [-2.741569, -2.694042, 1.522078], [-3.201276, -2.878889, 0.221186], [-4.087811, -3.919644, -0.051236], [-4.457274, -4.799567, 0.969099], [-3.955835, -4.643409, 2.271217], [-3.089342, -3.574747, 2.541085], [-2.570723, -0.533589, 3.459878], [-3.962855, -0.703375, 3.499253], [-4.741176, -0.138726, 4.513486], [-4.140134, 0.631461, 5.507508], [-2.759805, 0.828286, 5.459837], [-1.981325, 0.267340, 4.443182], [2.257139, -5.187311, 3.865098], [1.695233, -4.980242, 1.440282], [0.177224, -3.165748, 0.672164], [-0.287962, -1.782134, 4.708092], [1.252185, -3.586705, 5.497812], [-2.842090, -2.226407, -0.580796], [-4.455517, -4.020115, -1.075934], [-5.138987, -5.630623, 0.753557], [-4.216320, -5.320190, 3.081750], [-2.680215, -3.425309, 3.547238], [-4.466438, -1.299942, 2.733386], [-5.817919, -0.311098, 4.504036], [-4.750400, 1.068677, 6.304134], [-2.276286, 1.433108, 6.219857], [-0.906864, 0.449705, 4.404026]], "forces_ev_per_angstrom": [[-2.1, 0.9, -0.3], [-1.5, 0.5, 0.0], [-1.3, 1.4, -1.1], [0.7, -0.1, 0.0], [-0.8, 0.9, 0.0], [-0.8, 1.2, 0.4], [0.4, 0.0, 0.0], [0.1, -0.2, 0.2], [0.2, -0.3, 0.1], [0.2, 0.2, 0.3], [6.7, -5.1, -1.2], [-1.3, 1.0, 1.1], [0.1, 0.2, 0.1], [-0.4, 0.1, -0.5], [-0.1, -0.2, -0.2], [-0.1, -0.1, 0.0], [-0.1, -0.1, -0.1], [-0.2, -0.4, 0.2], [0.0, -0.1, 0.2], [0.1, -0.1, 0.4], [0.1, 0.2, -0.1], [0.2, 0.2, 0.3], [0.2, 0.4, -0.1], [0.1, 0.1, -0.1], [0.0, 0.5, 0.4], [0.7, 0.0, 0.0], [0.1, 0.0, 0.0], [0.2, 0.0, 0.0], [0.3, -0.3, -0.1], [-0.1, -0.2, -0.1], [-0.1, -0.4, -0.2], [-0.1, 0.1, 0.1], [-0.5, -0.1, 0.0], [-0.2, 0.3, 0.1], [-0.1, 0.1, 0.0], [0.3, -0.7, 0.2], [0.1, -0.1, 0.2], [0.0, 0.0, 0.1], [0.0, -0.1, 0.1], [-0.3, 0.0, 0.4], [-0.2, 0.2, 0.1], [-0.3, 0.2, 0.0], [0.1, 0.0, -0.2], [-0.2, 0.2, -0.3], [0.2, 0.1, -0.4], [0.1, 0.0, -0.1], [0.0, 0.1, -0.1], [-0.1, 0.2, -0.2], [0.1, -0.2, 0.1], [0.2, 0.4, -0.3], [0.0, -0.1, -0.1], [-0.1, 0.1, 0.0], [-1.1, -1.4, 1.8], [0.7, 0.8, -0.6], [-0.3, -0.3, 0.3], [0.1, 0.0, -0.2], [-0.2, -0.2, 0.1], [0.4, 0.6, -0.3], [-0.4, -0.6, 0.0], [0.4, 0.3, -0.7], [-0.2, 0.1, 0.1], [0.1, -0.1, -0.2], [0.0, -0.1, -0.1], [0.2, 0.1, 0.0], [-0.3, 0.0, 0.1], [-0.3, 0.3, -0.1], [-0.1, 0.2, 0.3], [0.2, -0.1, 0.3], [0.3, -0.3, 0.0], [0.0, 0.0, -0.2], [-0.3, -0.3, 0.1], [0.0, -0.2, 0.4], [0.3, 0.4, 0.1], [-0.1, 0.0, -0.3], [-0.2, -0.1, -0.4], [0.2, 0.1, 0.3], [0.3, 0.1, 0.1], [0.3, -0.1, -0.3], [-0.1, 0.0, 0.0], [-0.2, 0.0, 0.2]], "lowdin_spin": [0.08, 0.05, 0.13, 0.01, 0.02, 0.03, 0.00, 0.01, 0.01, 0.01, 2.12, 0.17, 0.04, 0.01, 0.00, 0.00, 0.00, 0.00, 0.00, 0.00, 0.00, 0.00, 0.00, 0.00, 0.00, 0.00, 0.00, 0.00, 0.00, 0.00, 0.00, 0.00, 0.00, 0.00, 0.00, 0.01, 0.00, 0.00, 0.00, 0.00, 0.00, 0.00, 0.00, 0.00, 0.00, 0.00, 0.01, 0.00, 0.01, 0.05, 0.01, 0.00, 0.15, 0.03, 0.01, 0.00, 0.00, 0.00, 0.00, 0.01, 0.00, 0.00, 0.00, 0.00, 0.00, 0.00, 0.00, 0.00, 0.00, 0.00, 0.00, 0.00, 0.00, 0.00, 0.00, 0.00, 0.00, 0.00, 0.00, 0.00]}

=====

{"formula": "C4H12NO2S", "method": "wB97M-V/def2-TZVPD", "charge": -1, "homo_energy_ev": -3.04, "gap_ev": 6.57, "lumo_ev": 3.53, "relative_energy_kj_mol": 153.7, "elements": ["C", "N", "C", "C", "S", "C", "O", "H", "H", "H", "H", "H", "H", "H", "H", "H", "H", "H", "H", "O"], "coordinates": [[-2.127145, 0.737961, 1.144975], [-0.854500, 1.275135, 0.359963], [0.225379, 0.181538, 0.340977], [0.939633, 0.454814, -0.995496], [1.714220, -1.147451, -1.452512], [1.001019, 0.509539, 1.667422], [2.169631, -0.272923, 1.852345], [-1.855656, 0.785155, 2.179943], [-2.888728, 1.493837, 0.974789], [-2.460598, -0.277165, 0.647553], [-0.586350, 2.076319, 0.764214], [-0.213917, -0.859139, 0.358998], [1.592142, 1.345150, -1.005458], [0.194539, 0.670297, -1.712420], [2.339290, -0.763918, 1.071047], [1.485979, 1.509830, 1.482994], [0.345121, 0.320995, 2.512773], [-0.138989, -2.549845, -4.134430], [-0.246734, -2.528502, -2.599196], [-0.634340, -2.961621, -3.458483]], "forces_ev_per_angstrom": [[1.7, 0.4, -3.0], [-4.0, -6.3, -1.1], [-0.8, 2.9, 0.7], [0.8, -1.7, 1.0], [0.6, 0.0, -0.3], [1.7, -0.6, -2.6], [0.0, 0.0, 1.9], [-0.3, -0.9, 0.8], [-0.4, -0.1, 0.0], [0.8, 2.0, 1.5], [1.5, 3.4, 2.0], [0.3, 1.3, -0.1], [0.1, -0.4, 0.5], [-1.0, 0.2, -0.7], [0.2, -0.9, -1.7], [-1.5, -0.1, 0.8], [-0.1, 0.7, 0.2], [1.0, 0.8, -1.0], [-0.5, -0.8, -2.0], [-0.2, 0.2, 3.2]], "lowdin_charge": [-0.09, -0.09, -0.43, -0.67, 0.23, -0.24, -0.11, 0.03, 0.04, 0.11, 0.01, 0.11, 0.06, 0.01, -0.02, 0.13, 0.10, -0.03, 0.00, -0.15]}